# 1
DFT (ωB97M-V with the def2-TZVPD basis set) results for 2 unconnected molecules or ions with the total composition CH4FINP in a non-equilibrium geometry.

**ΔE to the lowest compared entry with this formula, charge and spin**: 1.201 eV
**Structure (SMILES)**: C/N=P\F.I
**Gap between HOMO and LUMO**: 10.255 eV
**Total energy**: -834.1675 Ha

```
! wB97M-V def2-TZVPD RIJCOSX def2/J DEFGRID3
* xyz 0 1
I -2.879 -0.677 0.359
P 1.797 0.759 1.386
F 1.039 2.344 1.352
N 1.479 -0.082 0.183
C 0.677 -0.186 -0.989
H 1.320 -0.355 -1.818
H -3.421 -1.438 1.678
H 0.061 0.648 -1.182
H -0.073 -1.013 -0.969
*
```

# 2
DFT (ωB97M-V with the def2-TZVPD basis set) results for a gas-phase ion, C15H10BrF3NO3 (charge -1) in a non-equilibrium geometry.

**Structure (SMILES)**: [O-][N+]([O-])=C[C@H](Oc1ccc(C(F)(F)F)cc1)c1ccc(Br)cc1
**Gap between HOMO and LUMO**: 6.720 eV
**Total energy**: -3731.6497 Ha

```
! wB97M-V def2-TZVPD RIJCOSX def2/J DEFGRID3
* xyz -1 1
Br -3.963 -0.262 -0.800
F -4.697 3.474 7.723
F -4.359 4.823 6.052
F -3.213 5.047 7.898
O 4.113 -0.245 3.767
O 0.011 0.721 4.508
O 3.211 1.797 3.799
N 3.133 0.541 3.608
C -2.369 0.079 0.208
C -2.018 1.404 0.477
C -1.649 -0.982 0.752
C -2.132 1.119 5.362
C -0.818 1.573 5.076
C -0.269 0.609 1.951
C -1.373 3.643 6.278
C -2.669 3.189 6.467
C 0.780 0.947 2.983
C -0.446 2.855 5.570
C 1.948 0.063 3.144
C -0.954 1.661 1.352
C -3.712 4.117 7.033
C -0.566 -0.713 1.615
C -3.044 1.911 6.069
H -2.417 0.116 5.066
H 0.582 3.191 5.460
H 0.094 -1.513 1.924
H -4.026 1.525 6.303
H -2.538 2.216 0.018
H -1.894 -2.002 0.507
H -0.561 2.657 1.496
H 1.890 -0.979 2.772
H 1.020 2.012 3.127
H -1.070 4.608 6.683
*
```

# 3
DFT (ωB97M-V with the def2-TZVPD basis set) results for a molecular structure, C31H22Br2ClFeN2O8S in a non-equilibrium geometry.

**ΔE to the lowest compared entry with this formula, charge and spin**: 0.000 eV
**⟨S²⟩**: 8.86
**Gap between HOMO and LUMO (alpha / beta)**: 5.358 / 4.677 eV
**Total energy**: -9176.1422 Ha

```
! wB97M-V def2-TZVPD RIJCOSX def2/J DEFGRID3
* xyz -2 6
Br 15.829 8.462 15.516
Br 14.425 8.697 20.863
Fe 10.553 9.134 15.213
Cl 5.065 6.283 17.724
S 9.801 8.032 12.404
O 9.221 11.363 17.043
O 12.601 8.631 15.145
O 8.390 8.316 12.389
O 7.601 13.450 16.445
O 10.204 6.733 12.869
O 8.831 8.409 15.360
O 10.809 11.107 15.427
O 12.370 10.687 12.794
N 10.756 8.762 17.100
N 10.640 9.206 13.200
C 8.748 14.017 15.979
C 12.474 8.727 18.793
C 11.375 9.462 10.996
C 14.399 8.410 16.734
C 7.666 5.532 18.017
C 8.043 5.247 15.237
C 10.750 8.559 8.498
C 11.732 9.540 8.633
C 7.586 9.027 15.054
C 13.030 8.517 16.342
C 11.018 13.874 15.219
C 9.172 5.008 16.118
C 10.967 15.208 14.926
C 10.152 9.120 19.384
C 8.932 5.179 17.541
C 9.829 8.919 18.062
C 9.912 13.242 15.815
C 10.477 8.446 10.864
C 10.094 8.008 9.604
C 13.854 8.615 19.083
C 10.407 4.714 15.622
C 12.056 8.626 17.410
C 6.790 5.552 15.736
C 9.835 15.971 15.123
C 8.731 15.365 15.675
C 14.757 8.321 18.084
C 11.541 9.862 12.409
C 12.022 10.033 9.890
C 6.576 5.786 17.127
C 11.479 8.997 19.771
C 9.988 11.763 16.162
H 7.774 15.944 15.851
H 9.803 17.015 14.876
H 11.922 13.311 15.016
H 12.261 9.882 7.711
H 7.452 9.133 13.985
H 8.206 5.215 14.190
H 10.573 4.526 14.550
H 10.433 8.196 7.523
H 9.783 5.034 18.211
H 9.345 9.304 20.092
H 7.510 9.964 15.609
H 15.786 8.092 18.372
H 5.977 5.700 15.010
H 12.742 10.817 10.055
H 8.815 8.903 17.676
H 9.291 7.262 9.455
H 7.507 5.714 19.076
H 11.312 4.666 16.246
H 11.855 9.140 20.788
H 11.847 15.642 14.515
H 6.768 8.357 15.399
H 6.940 14.116 16.494
*
```

# 4
DFT (ωB97M-V with the def2-TZVPD basis set) results for a molecular structure, C20H31AlBr45NPS in a non-equilibrium geometry.

**Gap between HOMO and LUMO**: 5.944 eV
**Total energy**: -117647.9543 Ha

```
! wB97M-V def2-TZVPD RIJCOSX def2/J DEFGRID3
* xyz -1 1
Br -11.770 -4.507 -4.734
Br 7.926 -6.132 0.505
Br -1.187 -8.264 2.237
Br -3.402 8.397 -3.073
Br 2.152 7.198 5.495
Br 4.224 4.229 -4.585
Br -0.400 -8.031 -0.833
Br 5.802 -4.277 -0.967
Br 7.276 -4.119 -6.864
Br -11.290 -1.800 -1.051
Br -10.802 -1.868 -6.224
Br 2.409 10.703 0.527
Br 9.842 -2.355 -7.531
Br 2.140 2.076 -2.036
Br -9.515 0.091 0.792
Br 2.059 7.582 1.040
Br -6.080 6.741 -2.572
Br -1.496 4.559 2.666
Br 1.839 4.644 -6.638
Br 8.376 -2.046 -4.723
Br -3.900 -4.045 2.588
Br -13.655 -1.944 -4.816
Br -1.343 -2.052 -2.655
Br 0.398 -4.031 -4.438
Br -2.519 -0.587 3.370
Br -6.102 -1.868 1.887
Br -1.743 7.402 1.287
Br 0.154 9.089 -1.034
Br -0.528 -0.771 5.852
Br -3.260 -7.065 0.148
Br -3.174 0.993 6.063
Br 7.880 -3.173 2.909
Br -5.985 -3.116 4.807
Br 0.061 9.298 4.343
Br -9.759 -3.007 1.460
Br -0.962 6.802 6.019
Br -0.862 2.178 -3.070
Br 6.679 -0.214 2.856
Br -0.036 3.813 -0.482
Br 8.341 -1.294 0.377
Br 8.252 -5.489 -2.596
Br 0.400 -0.926 -5.118
Br -4.368 5.701 1.896
Br 1.878 6.289 -3.929
Br -3.256 5.492 -1.796
S 0.232 -4.419 -0.500
P -0.104 -3.380 3.175
Al -0.041 -2.651 0.903
N 0.157 -4.975 3.255
C 0.518 0.147 1.038
C 2.949 5.470 -5.305
C 3.523 -2.317 0.990
C -9.729 -1.679 0.075
C -2.583 6.134 2.466
C -1.397 -7.251 0.617
C 7.632 -4.841 -0.890
C -11.840 -2.586 -4.773
C 0.378 7.460 4.802
C 0.548 3.142 -2.192
C -5.681 -3.433 2.931
C 2.522 -1.275 1.527
C 1.908 9.009 -0.238
C 1.271 -1.138 0.644
C 8.833 -3.245 -6.152
C 8.109 -1.365 2.291
C -4.290 7.095 -1.961
C -1.792 0.326 4.891
C -0.623 -2.400 -4.402
C 4.238 -3.066 2.130
H 4.428 -2.356 2.944
H 0.301 6.879 3.891
H 5.209 -3.450 1.811
H -0.997 -6.256 0.788
H -8.867 -1.881 -0.546
H -1.520 -2.062 0.572
H 9.019 -0.987 2.733
H 1.392 -4.973 -0.116
H 2.956 -3.013 0.363
H 0.115 0.031 2.057
H 2.606 8.795 -1.035
H -4.369 7.527 -0.972
H 4.279 -1.813 0.375
H 8.228 -3.972 -0.646
H 0.351 -5.323 2.321
H 3.603 -3.866 2.520
H 3.502 6.264 -5.786
H 1.584 -1.090 -0.410
H 2.229 -1.573 2.543
H -2.661 6.597 3.441
H 9.470 -4.012 -5.736
H 0.837 -2.713 3.996
H -1.459 -2.536 -5.071
H -6.364 -4.213 2.624
H 3.022 -0.292 1.608
H 0.789 3.992 -2.812
H -0.314 0.371 0.366
H -11.398 -2.230 -3.854
H 1.205 1.005 1.089
H -1.250 1.184 4.520
H -1.358 -3.095 3.744
*
```

# 5
DFT (ωB97M-V with the def2-TZVPD basis set) results for a molecular structure, C12H26BiNO5P2S in a non-equilibrium geometry.

**ΔE to the lowest compared entry with this formula, charge and spin**: 2.718 eV
**Gap between HOMO and LUMO (alpha / beta)**: 5.352 / 7.173 eV
**Total energy**: -2198.6483 Ha

```
! wB97M-V def2-TZVPD RIJCOSX def2/J DEFGRID3
* xyz 2 1
Bi -1.192 -0.441 0.406
S -0.792 1.235 2.894
P -3.190 0.900 -0.419
P 3.235 -0.793 -0.890
O -0.353 1.483 1.426
O -1.550 -0.067 2.836
O -1.523 2.341 3.451
O 2.125 -2.559 -0.608
O -1.355 -3.728 -4.352
N -0.189 0.710 -1.489
C 3.996 -1.035 -2.488
C -2.552 1.323 -2.086
C 1.584 1.070 -3.044
C 2.163 0.591 -0.639
C -0.676 1.353 -3.734
C 1.143 0.766 -1.766
C 0.752 0.917 3.736
C -4.652 -0.128 -0.791
C 0.667 1.335 -4.067
C -3.634 2.416 0.465
C 4.528 -0.895 0.350
C -1.075 1.115 -2.425
H -1.445 1.569 -4.462
H 1.214 -0.007 3.357
H -3.220 3.286 -0.072
H -3.110 0.787 -2.779
H -2.016 -3.416 -5.006
H -1.866 -4.005 -3.633
H 1.002 1.532 -5.086
H 1.399 1.784 3.555
H -5.530 0.516 -0.945
H 0.527 0.825 4.806
H -4.735 2.490 0.516
H -3.223 2.404 1.491
H 4.445 -2.038 -2.602
H 4.792 -0.276 -2.564
H 2.916 -3.000 -0.881
H 2.660 1.148 -3.232
H 3.275 -0.897 -3.304
H -4.848 -0.815 0.045
H -2.774 2.405 -2.209
H 1.679 0.577 0.350
H 5.468 -0.599 -0.143
H 4.668 -1.905 0.777
H 2.166 -2.760 0.348
H 4.306 -0.202 1.179
H 2.900 1.426 -0.701
H -4.464 -0.721 -1.700
*
```

# 6
DFT (ωB97M-V with the def2-TZVPD basis set) results for 11 unconnected molecules or ions with the total composition H22O11 in a non-equilibrium geometry.

**ΔE to the lowest compared entry with this formula, charge and spin**: 5.325 eV
**Structure (SMILES)**: O.O.O.O.O.O.O.O.O.O.O
**Gap between HOMO and LUMO**: 9.960 eV
**Total energy**: -840.6844 Ha

```
! wB97M-V def2-TZVPD RIJCOSX def2/J DEFGRID3
* xyz 0 1
O 2.049 -0.108 0.942
O -1.326 4.076 0.277
O -0.628 -2.867 -0.302
O -3.500 -0.205 0.783
O -0.534 -0.068 0.729
O 1.524 0.267 -2.472
O 3.956 -1.848 -1.478
O 3.099 0.991 -0.781
O -3.782 1.486 2.438
O 2.072 -1.152 4.343
O -1.642 -0.468 -3.461
H 1.991 -1.025 0.932
H 2.583 0.139 1.689
H -0.008 -3.183 -0.984
H -2.276 -0.506 -4.100
H 1.225 0.287 -1.540
H -4.509 2.090 2.341
H -1.092 4.043 -0.651
H 4.159 -2.279 -2.368
H -0.487 4.257 0.716
H -1.259 -0.447 0.189
H 2.981 1.335 -1.742
H -1.716 -1.274 -2.907
H 2.314 1.162 -0.274
H 0.174 -0.133 0.142
H 1.198 -1.425 4.673
H 1.043 0.992 -2.758
H -1.234 -2.431 -0.783
H 3.060 -1.523 -1.494
H -4.370 0.103 0.700
H -3.593 1.516 3.458
H -3.460 -1.008 0.207
H 1.985 -0.795 3.536
*
```

# 7
DFT (ωB97M-V with the def2-TZVPD basis set) results for 2 unconnected molecules or ions with the total composition C4H3INO2S in a non-equilibrium geometry.

**ΔE to the lowest compared entry with this formula, charge and spin**: 1.000 eV
**Gap between HOMO and LUMO**: 5.343 eV
**Total energy**: -1055.3829 Ha

```
! wB97M-V def2-TZVPD RIJCOSX def2/J DEFGRID3
* xyz -1 1
I -4.726 2.576 0.111
S 1.829 -1.049 0.389
O -0.046 1.227 -3.448
O 0.738 -2.397 -1.631
N 0.545 -0.049 -1.596
C 0.196 0.530 -2.565
C 0.967 -0.265 1.761
C 0.943 -1.301 -1.153
C -0.311 0.262 1.782
H -0.952 0.221 0.954
H 1.640 -0.402 2.656
H -0.824 0.646 2.739
*
```

# 8
DFT (ωB97M-V with the def2-TZVPD basis set) results for a molecular structure, C7H12N2 in a non-equilibrium geometry.

**ΔE to the lowest compared entry with this formula, charge and spin**: 5.891 eV
**Gap between HOMO and LUMO**: 9.435 eV
**Total energy**: -383.2067 Ha

```
! wB97M-V def2-TZVPD RIJCOSX def2/J DEFGRID3
* xyz 0 1
N 0.230 2.382 0.399
N -1.404 0.033 0.033
C 0.954 -0.317 0.645
C 0.300 -1.723 0.430
C 0.401 -0.965 1.815
C 0.399 1.709 -0.878
C 0.044 0.342 -0.390
C -0.911 -1.360 -0.300
C -0.029 -0.678 -1.486
H 1.016 -1.385 2.648
H -2.129 0.224 -0.607
H 0.981 -1.220 -1.776
H -0.523 -0.451 2.014
H 0.670 3.505 0.441
H 2.037 -0.294 0.075
H 1.292 1.941 -1.243
H -0.460 -0.289 -2.454
H -0.317 1.926 -1.783
H -1.404 -2.421 -0.508
H -0.723 2.239 0.802
H 0.829 -2.721 0.357
*
```